Entry 1:
Formula: C4H11N3O2
Source: the OMol25 dataset
Level of theory: wB97M-V/def2-TZVPD

energy relative to the best compared isomer or geometry (same formula, charge and spin)	396.6	kJ/mol
structure (SMILES)	[H]/N=C/ON.CNC(C)=O
HOMO-LUMO gap	10.0	eV
molar mass	133.15	g mol⁻¹

```
20
Properties=species:S:1:pos:R:3:forces:R:3
C 0.547 0.458 1.148 -0.974 3.069 1.915
H 2.346 0.680 1.771 0.171 -0.532 -0.488
N 1.682 1.012 1.082 -0.918 0.248 0.156
H -2.351 -0.530 -0.096 0.267 0.067 -0.061
H -0.500 0.399 -0.790 0.537 -0.894 -0.158
H -0.646 3.258 1.455 0.204 -0.259 0.073
H -1.925 -1.725 1.082 0.085 -0.298 0.020
C 1.296 -0.386 -1.615 -0.065 0.019 0.284
O -0.714 1.355 0.973 1.753 -2.090 0.077
H 0.975 -0.301 -2.654 0.112 -0.101 -0.001
N 0.135 -0.418 -0.729 -1.184 -0.098 -1.030
C -0.531 -1.651 -0.546 0.570 0.745 0.191
C -1.922 -1.528 0.012 -0.511 0.448 -0.115
H 0.222 -0.324 1.835 -0.051 -0.209 -0.535
O 0.047 -2.696 -0.723 -0.216 -0.109 -0.080
N -0.433 2.699 0.630 0.376 0.185 -0.547
H 1.924 0.465 -1.358 -0.064 0.052 0.097
H 0.583 2.736 0.479 -0.169 0.110 0.232
H -2.602 -2.204 -0.498 0.143 -0.340 0.102
H 1.868 -1.298 -1.459 -0.067 -0.011 -0.132
```
Forces are in eV/Å.

---

Entry 2:
Formula: C5H14NS3
Source: the OMol25 dataset
Level of theory: wB97M-V/def2-TZVPD

charge	+1
energy relative to the best compared isomer or geometry (same formula, charge and spin)	0.0	kJ/mol
HOMO-LUMO gap	9.2	eV
molar mass	184.38	g mol⁻¹

```
23
Properties=species:S:1:pos:R:3:forces:R:3
H 1.406 3.249 -0.158 0.144 1.011 0.273
H -3.339 -0.760 0.130 0.067 -1.739 0.071
H -0.934 -0.756 1.368 0.410 -1.435 -0.429
H -3.727 0.558 -0.835 1.320 0.378 0.948
C 0.125 -2.427 0.047 -1.785 2.117 1.854
H -0.767 -2.611 -0.620 1.276 -0.402 0.899
C 2.777 -0.017 -0.270 -0.734 0.030 -0.064
C -2.879 0.123 -0.219 -0.908 0.164 -1.637
C -0.044 -1.046 0.739 -1.053 1.432 0.854
H 0.639 2.372 -1.397 -0.945 1.199 1.115
H 1.051 -2.275 -0.452 0.639 -0.836 -0.752
H -0.376 3.663 -0.474 -0.577 1.045 -0.334
H 0.247 -2.983 0.994 -0.225 -0.871 -1.080
S -0.021 1.711 0.780 -0.362 -0.930 0.316
H -2.575 0.592 0.692 0.055 1.304 0.123
H 2.890 -0.985 0.179 -0.331 -0.290 0.654
H 0.768 -0.799 1.400 0.675 -0.385 0.357
C 0.408 2.964 -0.435 1.305 -3.000 -1.260
S 1.333 0.093 -1.364 0.216 -0.138 0.349
H 3.638 0.048 -0.879 0.755 0.093 -1.461
H 2.920 0.834 0.373 -0.512 0.141 0.658
N -0.069 0.135 -0.172 0.600 0.499 -2.302
S -1.474 -0.099 -1.364 -0.033 0.613 0.851
```
Forces are in eV/Å.

---

Entry 3:
Formula: C46H52EuN5O4
Source: the OMol25 dataset
Level of theory: wB97M-V/def2-TZVPD

charge	-1
spin multiplicity	8
HOMO-LUMO gap (alpha / beta)	5.2 / 4.5	eV
molar mass	890.92	g mol⁻¹

```
108
Properties=species:S:1:pos:R:3:forces:R:3
C 4.732 -2.046 -4.450 -0.457 0.959 0.983
C -0.735 1.207 0.930 0.619 0.162 -0.367
C 1.596 5.027 0.999 0.695 -0.256 1.203
C -0.719 -4.880 -2.875 1.844 0.343 -1.063
H -5.542 4.027 2.980 0.592 -0.038 -0.491
C -1.606 3.351 2.446 2.061 0.137 -2.196
C -4.001 2.558 2.468 -0.513 -0.258 0.259
O 1.243 2.311 0.314 1.085 -0.526 -0.495
H 1.094 5.404 0.124 0.001 0.023 -0.594
C 2.254 3.892 -5.052 -1.019 -0.071 2.489
C -0.735 -1.096 0.195 -1.314 -1.225 -1.102
H -1.107 5.911 1.259 0.434 -0.195 0.661
C 2.968 2.734 -5.134 1.154 -0.846 0.172
H 0.191 6.811 2.036 0.274 0.112 0.092
H -2.011 -2.964 3.436 -0.333 -0.540 -0.054
C -4.881 1.871 1.405 0.414 -0.004 -0.106
Eu 2.108 0.175 -0.879 0.505 -0.234 -1.370
H -4.524 4.567 1.536 -0.234 -1.036 0.829
O 5.350 -2.927 0.548 -0.399 -0.035 0.450
H -3.346 -5.542 1.131 -0.780 0.843 0.013
C -4.527 4.003 2.522 0.437 1.405 -0.386
C -0.369 -1.898 -0.993 0.493 1.154 0.905
C -2.067 1.340 1.299 -1.243 0.028 0.189
O 4.369 0.459 -5.248 -0.161 0.709 0.478
H 2.924 0.829 4.444 -0.091 0.042 0.001
C 4.257 -1.432 -3.228 1.522 -5.161 -1.028
H -0.389 -1.546 -3.875 -0.121 -0.755 -0.276
H -1.343 -5.569 -2.341 -0.686 -0.093 0.331
C 3.967 -1.365 1.511 -1.710 1.671 -0.172
C -1.170 -3.400 -2.943 -0.452 -0.830 0.324
H 4.619 -2.840 2.902 0.609 -0.775 -0.071
C -2.542 -3.830 2.995 0.853 -0.439 0.010
C 4.487 -2.062 0.323 0.985 0.316 -1.788
H 1.096 3.421 -1.906 -0.987 0.158 1.477
H -3.088 -2.339 -3.399 0.707 0.330 -0.083
H -4.837 0.772 1.375 0.160 0.353 0.065
H 0.841 -2.761 -3.567 -0.474 0.102 0.147
H 0.958 5.080 -3.765 0.452 -0.441 0.226
C -4.054 -4.683 1.285 -0.158 0.426 1.345
H 2.240 4.026 3.411 -0.195 -0.048 -0.240
N 4.093 -1.552 -0.879 -1.865 1.037 4.138
C -4.154 -2.284 2.267 -2.147 1.233 0.852
H 4.935 -4.084 -1.045 -0.266 0.720 -1.689
C 5.441 -3.986 -3.190 -0.408 -0.699 -0.718
H -5.000 -2.642 2.895 0.521 -0.058 -0.145
H 3.633 2.495 -6.000 -0.947 -0.011 0.898
H -4.684 -4.483 0.436 -0.129 -0.190 -0.597
H 0.280 -4.888 -2.371 -0.662 -0.079 -0.356
H -4.743 -4.892 2.145 0.520 -0.314 -0.781
C -2.543 2.401 2.088 0.660 -0.157 -0.533
C -2.173 -3.387 -0.576 -1.016 -0.319 0.483
C 3.762 -1.106 3.853 -0.706 1.854 -0.647
H -5.270 1.945 4.144 -0.175 -0.181 0.111
H -3.313 -3.964 -3.126 0.496 -0.345 -0.157
H 2.395 1.515 2.062 0.155 -0.861 0.324
N 3.228 -0.221 1.306 0.855 -1.032 -0.039
H -1.765 -4.570 2.707 -0.505 0.147 0.463
C 4.442 -2.204 -1.989 -0.303 1.043 -3.100
C 2.959 1.832 -4.026 -1.574 1.880 -0.198
C -0.214 -2.644 -3.873 1.309 0.064 -0.125
C -2.402 -2.811 0.683 1.304 0.597 0.390
C 1.245 4.484 3.479 -0.108 0.532 -0.826
C 3.171 0.196 3.605 0.897 -2.348 1.792
H 2.226 4.161 0.778 -0.084 0.426 -0.220
H 2.221 5.846 1.436 -0.441 -0.508 -0.398
H 4.474 -1.466 -5.360 0.655 -1.110 0.652
H 3.834 -1.381 4.905 0.263 -0.301 -0.371
N -0.196 0.118 0.281 1.130 0.904 -0.274
H -4.581 2.293 0.426 -0.252 -0.409 0.339
H -3.713 0.994 3.999 -0.786 0.336 -0.364
H -3.296 -4.251 3.707 0.892 0.244 -0.303
N 3.419 -0.401 -3.237 -0.438 5.128 -0.445
H -0.928 5.936 3.083 0.234 0.041 -0.948
C 1.547 3.220 -2.822 1.486 0.554 -1.429
O 0.778 -1.536 -1.484 -0.157 -0.247 -0.722
C 0.141 2.381 0.981 -1.189 -0.804 0.143
N 2.234 2.077 -2.897 0.685 -0.787 -0.789
H -5.902 2.158 1.595 -0.572 -0.003 -0.015
C -4.217 1.984 3.886 1.382 -0.518 0.622
H 5.840 -5.010 -3.232 -0.069 0.454 0.189
H -0.541 -5.285 -3.904 -0.263 0.260 0.697
H 0.657 3.882 4.166 -0.243 -0.051 -0.032
H -2.571 -3.453 -4.715 0.200 0.088 1.866
H 1.395 5.476 3.944 -0.060 -0.296 -0.251
C -1.703 -1.644 1.021 -1.227 -0.356 1.548
C 4.845 -3.512 -2.018 1.845 -1.335 0.379
C 0.534 4.651 2.050 0.564 1.331 0.976
H 2.124 4.556 -5.859 0.210 0.738 -0.863
H -2.779 -4.255 -0.823 0.070 0.092 -0.223
C 1.585 4.177 -3.821 -0.556 -0.107 -1.500
C 4.194 -1.885 2.772 -1.066 1.681 1.325
C -2.562 -3.287 -3.567 -1.485 -0.338 -1.448
H -2.782 0.654 0.842 0.276 -0.104 0.438
H -3.671 2.557 4.685 -0.592 0.047 -0.860
C -1.267 -2.905 -1.481 1.866 1.464 -0.707
H -1.869 4.141 3.100 -0.265 0.587 0.501
H -1.899 -1.155 2.015 0.303 -0.487 -1.277
H -3.550 -1.628 2.919 -0.357 -0.345 -0.233
C -0.378 5.888 2.104 -0.981 0.423 0.794
C -0.337 3.482 1.734 -0.797 -1.736 1.330
C -3.307 -3.405 1.736 0.365 -0.441 0.036
C 3.676 0.578 -4.227 -0.106 -3.234 1.476
H -3.888 4.654 3.139 -0.198 -0.339 0.132
C 5.403 -3.269 -4.396 -0.642 0.006 0.951
H -4.641 -1.579 1.570 0.339 -0.562 -0.329
H 5.768 -3.759 -5.280 0.182 0.055 -0.353
C 2.871 0.549 2.338 -0.025 0.981 -1.168
H -0.209 -3.096 -4.903 -0.571 0.597 0.822
```
Forces are in eV/Å.